P | # C4H8N4

A structure of composition C4H8N4 (ωB97M-V/def2-TZVPD, the Open Molecules 2025 dataset).

Atoms and positions in Å:
C 1.97 -0.16 -1.32
N -1.36 0.38 0.29
C 0.37 0.34 0.58
C 0.65 -0.10 -0.64
N -2.30 -0.37 1.07
N 0.89 0.39 1.81
C -0.64 -0.18 -1.40
N -1.19 -0.60 -2.36
H -1.65 1.36 0.24
H -3.18 -0.40 0.55
H -1.98 -1.34 1.08
H 0.31 -0.09 2.50
H 1.18 1.32 2.10
H 2.59 -0.97 -0.92
H 2.52 0.78 -1.19
H 1.83 -0.34 -2.39

Properties
lowest unoccupied orbital energy	0.5	eV
gap between HOMO and LUMO	8.1436	eV



Q | # C4H8N4

The molecule C4H8N4 (ωB97M-V/def2-TZVPD, the Open Molecules 2025 dataset).

Atoms and positions in Å:
C 0.41 -1.58 0.72
C -0.57 -1.48 -0.25
N -0.61 -0.62 -1.36
N 0.36 0.39 -1.41
C -0.06 1.47 -0.43
C -0.06 1.12 0.95
N 1.22 0.52 1.37
N 1.40 -0.65 1.10
H 0.51 -2.47 1.33
H -1.42 -2.20 -0.31
H -0.77 -1.08 -2.29
H 1.17 -0.03 -0.90
H -1.06 1.78 -0.63
H 0.55 2.34 -0.68
H -0.91 0.48 1.24
H -0.16 2.01 1.56

Properties
lowest unoccupied orbital energy	0.6	eV
SMILES	C1=C\NNCC\N=N/1
gap between HOMO and LUMO	8.8591	eV



Most stable pick: Q. Distance to second place: 27.1 kJ/mol.



P | # C4H8N4

The molecule C4H8N4 (ωB97M-V/def2-TZVPD, the Open Molecules 2025 dataset).

Atoms and positions in Å:
C 3.05 0.30 -0.28
C 1.66 -0.50 0.45
C 0.21 -0.31 -0.03
N -0.51 -1.31 0.01
N -1.84 -1.06 -0.30
C -2.21 0.19 -0.14
N -1.36 1.23 0.41
N -0.04 1.03 -0.27
H 3.06 1.42 -0.82
H 3.48 -0.55 -1.07
H 3.90 -0.06 0.51
H 1.69 -0.29 1.50
H 2.22 -1.41 0.61
H -3.22 0.32 -0.34
H -1.23 1.40 1.50
H 0.06 1.88 -0.92

Properties
lowest unoccupied orbital energy	0.6	eV
SMILES	CCC1=NN=CNN1
gap between HOMO and LUMO	10.0375	eV



Q | # C4H8N4

The molecule C4H8N4 (ωB97M-V/def2-TZVPD, the Open Molecules 2025 dataset).

Atoms and positions in Å:
C 2.08 -1.52 -1.29
N 0.82 -1.44 -0.99
N 0.57 -1.57 0.36
C 0.33 -0.63 1.22
N 0.89 0.64 1.24
C 0.21 1.60 0.63
N -0.97 1.60 -0.06
C -1.73 0.36 -0.24
H 3.04 -1.66 -0.45
H 2.03 -1.53 -2.47
H -0.30 -0.88 2.18
H 0.45 2.60 1.00
H -1.61 2.49 -0.19
H -0.85 -0.52 -0.37
H -2.43 0.35 -1.25
H -2.54 0.13 0.68

Properties
lowest unoccupied orbital energy	0.7	eV
SMILES	C=N/N=C\N=C/NC
gap between HOMO and LUMO	9.5396	eV



R | # C4H8N4

The molecule C4H8N4 (ωB97M-V/def2-TZVPD, the Open Molecules 2025 dataset).

Atoms and positions in Å:
N 1.74 0.53 0.59
C 0.49 0.57 1.46
C -0.51 -0.42 0.95
N -0.62 -0.13 -0.50
C -1.36 0.67 -1.27
N -1.01 0.52 -2.59
N -0.10 -0.51 -2.67
C 0.06 -0.92 -1.41
H 2.56 -0.19 0.92
H 1.53 0.47 -0.54
H 0.85 0.25 2.60
H -0.20 1.58 1.57
H -1.47 -0.33 1.42
H -0.26 -1.55 1.18
H -2.33 1.22 -0.84
H 0.62 -1.76 -0.87

Properties
lowest unoccupied orbital energy	0.5	eV
SMILES	NCCn1cnnc1
gap between HOMO and LUMO	9.8254	eV



Most stable pick: R. Distance to second place: 198.9 kJ/mol.



P | # C4H8N4

The molecule C4H8N4 (ωB97M-V/def2-TZVPD, the Open Molecules 2025 dataset).

Atoms and positions in Å:
H 1.79 0.32 -2.41
N 1.52 1.26 -1.98
C 0.61 1.41 -1.14
N 0.51 2.79 -0.84
N -0.27 0.55 -0.43
C 0.37 -0.04 0.71
N -0.38 -0.94 1.42
C -1.62 -1.26 1.07
C -0.48 -2.35 0.81
H 1.07 3.41 -1.40
H 0.40 3.25 0.25
H 1.42 0.06 0.81
H -2.34 -0.89 0.15
H -2.58 -1.66 1.67
H -0.19 -3.37 1.45
H 0.17 -2.53 -0.14

Properties
lowest unoccupied orbital energy	0.3	eV
SMILES	[H]/N=C(N)\N=C\N1CC1
gap between HOMO and LUMO	9.0798	eV



Q | # C4H8N4

A structure of composition C4H8N4 (ωB97M-V/def2-TZVPD, the Open Molecules 2025 dataset).

Atoms and positions in Å:
C -1.76 1.15 -0.72
C -1.30 0.19 0.34
C -2.02 -1.09 0.36
C 1.86 -0.41 -0.77
H -2.90 1.37 -0.56
H -1.11 2.00 -0.93
H -1.57 0.80 -1.71
H -1.57 0.25 1.46
H -2.19 -1.29 1.80
H -3.21 -0.77 -0.15
H -1.16 -1.90 -0.20
H 2.86 -0.91 -1.30
N 0.25 -0.02 0.32
N 0.54 -0.74 -0.78
N 2.32 0.33 0.35
N 1.20 0.63 1.03

Properties
lowest unoccupied orbital energy	0.7	eV
gap between HOMO and LUMO	11.2221	eV



Most stable pick: P. Distance to second place: 108.5 kJ/mol.



P | # C5H4N2O

A structure of composition C5H4N2O (ωB97M-V/def2-TZVPD, the Open Molecules 2025 dataset).

Atoms and positions in Å:
C 2.07 0.39 0.18
C 0.93 -0.56 0.13
C -0.31 -0.40 -0.09
C -2.36 -0.35 -0.07
C -1.92 1.02 0.08
H 1.85 1.52 0.06
H 1.19 -1.67 0.26
H -3.23 -0.75 0.03
H -2.58 1.86 0.17
N -1.33 -1.25 0.00
N -0.61 1.09 -0.11
O 3.24 -0.05 -0.14

Properties
lowest unoccupied orbital energy	-1.7	eV
gap between HOMO and LUMO	8.5566	eV



Q | # C5H4N2O

The molecule C5H4N2O (ωB97M-V/def2-TZVPD, the Open Molecules 2025 dataset).

Atoms and positions in Å:
C 0.02 -1.90 0.71
C -1.20 -1.14 0.44
C -0.74 0.05 -0.04
O -1.13 1.34 -0.53
N 0.05 1.93 -0.56
C 1.21 1.17 -0.41
C 0.66 -0.12 -0.22
N 1.13 -1.32 0.15
H 0.03 -2.95 1.10
H -2.16 -1.34 0.95
H -0.09 2.70 -1.16
H 2.21 1.58 -0.44

Properties
lowest unoccupied orbital energy	0.1	eV
SMILES	c1cc2o[nH]cc-2n1
gap between HOMO and LUMO	8.4372	eV



Most stable pick: P. Distance to second place: 46.3 kJ/mol.



P | # C5H4N2O

The molecule C5H4N2O (ωB97M-V/def2-TZVPD, the Open Molecules 2025 dataset).

Atoms and positions in Å:
O -1.35 1.97 -0.76
C -0.46 1.16 -0.91
C 0.83 1.22 -0.16
C 1.01 0.19 0.79
C 0.04 -0.78 0.99
C -0.72 -1.32 -0.01
N -0.88 -1.11 -1.40
N -0.80 0.16 -1.96
H 1.61 2.12 -0.32
H 1.71 0.09 1.62
H 0.40 -1.41 1.92
H -1.39 -2.27 0.20

Properties
lowest unoccupied orbital energy	-1.3	eV
SMILES	O=c1ccccnn1
gap between HOMO and LUMO	8.4342	eV



Q | # C5H4N2O

The molecule C5H4N2O (ωB97M-V/def2-TZVPD, the Open Molecules 2025 dataset).

Atoms and positions in Å:
O 1.74 -1.50 1.87
C 0.92 -1.23 1.07
C -0.17 -1.68 -0.03
C -0.15 -0.17 -0.52
C -0.87 1.06 -0.81
C -0.19 1.98 -0.13
N 0.82 1.57 0.60
N 0.70 0.11 0.39
H 0.29 -2.35 -0.69
H -1.21 -1.98 0.07
H -1.59 1.21 -1.45
H -0.28 2.99 -0.35

Properties
lowest unoccupied orbital energy	0.1	eV
SMILES	O=C1Cc2ccnn21
gap between HOMO and LUMO	9.2275	eV



R | # C5H4N2O

The molecule C5H4N2O (ωB97M-V/def2-TZVPD, the Open Molecules 2025 dataset).

Atoms and positions in Å:
H 3.06 -1.58 0.11
N 2.01 -1.64 -0.17
C 1.32 -0.59 -0.05
C -0.08 -0.52 0.12
C -1.27 -0.49 0.13
C -2.53 -0.21 0.15
C -3.71 0.12 -0.12
N 1.86 0.74 0.23
O 1.08 1.82 -0.20
H -4.84 0.32 -0.44
H 2.73 0.66 -0.27
H 0.96 2.50 0.48

Properties
lowest unoccupied orbital energy	0.0	eV
SMILES	[H]/N=C(/C#CC#C)NO
gap between HOMO and LUMO	9.2625	eV



Most stable pick: Q. Distance to second place: 104.4 kJ/mol.



P | # C2H7NO2Si

A cluster of 2 separate species, C2H7NO2Si in total (ωB97M-V/def2-TZVPD, the Open Molecules 2025 dataset).

Atoms and positions in Å:
C 2.10 -1.06 -0.01
Si 1.41 0.76 0.14
O 0.12 1.08 0.83
H 1.45 -2.00 -0.08
H 2.69 -1.03 -1.00
H 2.83 -1.34 0.79
H 2.40 1.44 -0.69
C -2.30 0.62 -0.22
N -1.71 0.08 1.00
O -1.42 -1.08 0.96
H -2.73 -0.07 -1.06
H -3.16 1.35 0.03
H -1.67 1.26 -0.69

Properties
lowest unoccupied orbital energy	-0.3	eV
SMILES	C[SiH]=O.CN=O
gap between HOMO and LUMO	7.8349	eV



Q | # C2H7NO2Si

A cluster of 2 separate species, C2H7NO2Si in total (ωB97M-V/def2-TZVPD, the Open Molecules 2025 dataset).

Atoms and positions in Å:
C -0.23 -1.44 0.48
C 0.18 -0.11 -0.22
N 1.61 0.14 -0.13
O 2.28 -0.89 -0.21
O 2.03 1.28 0.00
Si -1.09 1.47 -0.01
H -1.30 -1.60 0.35
H 0.02 -1.51 1.58
H 0.38 -2.24 -0.01
H -0.02 -0.37 -1.91
H -0.68 2.27 -1.14
H -2.28 0.72 0.07
H -0.90 2.28 1.16

Properties
lowest unoccupied orbital energy	-0.8	eV
gap between HOMO and LUMO	9.6756	eV



Most stable pick: P. Distance to second place: 192.1 kJ/mol.



P | # C9H16N5

The ion C9H16N5 with charge +1 (ωB97M-V/def2-TZVPD, the Open Molecules 2025 dataset).

Atoms and positions in Å:
C -1.37 -0.08 -2.15
C 0.64 -0.44 -1.08
C -0.46 1.64 -0.92
C 1.19 1.75 0.76
C 1.24 -0.75 0.23
C -0.31 -2.23 -2.18
C -0.23 3.79 0.17
C -0.68 -0.69 1.66
C 1.15 -2.42 1.97
N 1.68 0.61 0.72
N -1.51 1.18 -1.56
N -0.41 -0.89 -1.68
N 0.13 2.38 -0.03
N 0.39 -1.49 1.10
H -2.24 -0.31 -2.78
H 1.64 2.43 1.39
H 2.04 -1.39 0.06
H 0.27 -2.84 -1.37
H -1.24 -2.51 -2.62
H 0.51 -2.16 -3.04
H 0.24 4.44 -0.55
H -1.33 3.89 0.17
H 0.10 4.02 1.20
H -1.43 -1.37 2.23
H -0.34 0.15 2.40
H -1.35 -0.21 0.94
H 2.06 -2.17 2.62
H 0.47 -2.82 2.77
H 1.47 -3.23 1.41
H -2.31 1.74 -1.83

Properties
lowest unoccupied orbital energy (spin up / spin down)	-3.5 / -3.5	eV
net charge	+1
gap between HOMO and LUMO (spin up / spin down)	7.9143 / 7.9138	eV



Q | # C9H16N5

The ion C9H16N5 with charge +1 (ωB97M-V/def2-TZVPD, the Open Molecules 2025 dataset).

Atoms and positions in Å:
N -2.97 0.58 -1.26
C -2.34 0.44 0.13
C -2.02 -1.01 0.31
C -1.16 -1.41 -0.89
C 0.30 -1.22 -0.70
N 0.75 -1.68 0.73
C 0.82 -0.18 0.30
N 2.17 0.16 0.03
C 2.82 1.30 0.03
C 4.10 1.01 -0.30
N 4.24 -0.32 -0.35
N 3.08 -0.86 -0.11
C 0.07 0.86 1.08
C -1.12 1.44 0.28
H -3.81 0.08 -1.07
H -3.23 1.51 -1.52
H -3.12 0.79 0.89
H -2.92 -1.55 0.36
H -1.44 -1.03 1.25
H -1.37 -2.48 -0.99
H -1.31 -0.86 -1.85
H 1.10 -1.50 -1.49
H 1.58 -2.23 0.69
H -0.05 -1.96 1.33
H 2.46 2.30 0.28
H 4.95 1.65 -0.38
H 0.87 1.67 1.15
H -0.26 0.45 2.13
H -1.52 2.38 0.69
H -0.66 1.65 -0.75

Properties
lowest unoccupied orbital energy	-2.7	eV
SMILES	N[C@H]1CC[C@@H]2[NH2+][C@]2(n2ccnn2)CC1
net charge	+1
gap between HOMO and LUMO	10.3478	eV



Most stable pick: Q. Distance to second place: 443.3 kJ/mol.



P | # H16NO6

A cluster of 7 separate species, H16NO6 in total (ωB97M-V/def2-TZVPD, the Open Molecules 2025 dataset).

Atoms and positions in Å:
N 1.10 0.63 -0.80
H 1.94 1.08 -0.46
H 0.71 0.35 0.05
H 1.36 -0.19 -1.30
H 0.40 1.18 -1.29
O 0.55 -2.37 0.02
H -0.41 -2.28 -0.17
H 0.83 -3.12 -0.54
O 1.53 0.71 2.62
H 1.24 1.60 2.61
H 1.61 0.44 3.58
O -0.53 -1.34 -2.43
H -1.17 -1.31 -1.80
H -0.59 -2.22 -2.79
O 0.57 -1.83 2.52
H 0.99 -0.98 2.35
H 0.30 -2.10 1.60
O -1.79 1.54 1.12
H -1.50 1.91 1.98
H -2.35 2.21 0.80
O -1.40 1.81 -2.42
H -1.89 2.41 -1.87
H -1.50 1.88 -3.39

Properties
lowest unoccupied orbital energy	-3.3	eV
net charge	+1
gap between HOMO and LUMO	9.7897	eV



Q | # H16NO6

A cluster of 7 separate species, H16NO6 in total (ωB97M-V/def2-TZVPD, the Open Molecules 2025 dataset).

Atoms and positions in Å:
N 0.91 0.27 0.33
H 0.77 -0.43 1.06
H 1.67 0.83 0.68
H 0.10 0.87 0.30
H 1.11 -0.27 -0.50
O -3.88 -1.22 -1.69
H -3.37 -0.50 -2.05
H -4.21 -1.68 -2.46
O -2.79 3.04 1.55
H -3.59 3.01 1.02
H -3.10 3.31 2.42
O 4.35 2.17 2.14
H 5.24 2.01 2.46
H 4.15 3.07 2.42
O 1.93 -3.30 -2.25
H 1.26 -3.26 -2.93
H 2.36 -4.14 -2.37
O -1.23 1.94 -3.52
H -1.64 2.80 -3.58
H -0.38 2.05 -3.94
O 0.27 -3.42 3.29
H 0.60 -4.07 3.91
H -0.53 -3.08 3.71

Properties
lowest unoccupied orbital energy	-3.7	eV
net charge	+1
gap between HOMO and LUMO	10.1542	eV



Most stable pick: Q. Distance to second place: 6.9 kJ/mol.